Entry 1:
Density functional theory data (wB97M-V/def2-TZVPD) for a gas-phase ion, C2H8N3S (charge +1) at a distorted geometry.

Output
HOMO (spin up / spin down): -9.849 / -13.592 eV
Spin multiplicity: 3
Charge: +1
Energy relative to the best compared isomer or geometry (same formula, charge and spin): 60.2 kcal/mol
DFT total energy: -17496.7123 eV
F_max: 0.104 hartree/bohr

CARTESIAN COORDINATES (ANGSTROEM)
C1 -1.369263 -0.466436 0.086813
C2 1.163292 -0.334883 -0.200955
N1 -1.186415 -1.737171 0.204107
N2 -0.084716 0.370419 -0.139104
N3 -0.261658 1.765730 0.092115
S1 -2.887294 0.309554 0.004193
H1 1.889267 0.465071 -0.365993
H2 1.286279 -0.874865 0.869119
H3 1.047929 -1.141439 -0.979680
H4 -0.347644 -2.260657 0.517212
H5 -2.009016 -2.260548 0.209205
H6 -0.091196 2.259834 -0.854353
H7 -2.142774 1.404940 -0.027501
H8 0.521505 2.240927 0.675837

Cartesian forces, eV/Å:
C 0.949 4.727 0.366
C -0.421 -0.399 1.594
N 2.499 -4.749 0.143
N -1.668 0.370 0.535
N 2.546 0.803 -1.284
S -0.068 -0.029 -0.366
H 0.507 -0.864 -0.100
H 0.103 1.198 -2.188
H 0.496 0.928 0.648
H -1.132 0.938 -0.044
H -1.184 -1.251 -0.071
H -0.739 -0.982 1.417
H -0.620 1.011 0.141
H -1.268 -1.701 -0.792


Entry 2:
Density functional theory data (wB97M-V/def2-TZVPD) for 2 unconnected molecules or ions with the total composition C6H15NSi2 at a distorted geometry.

Output
HOMO (spin up / spin down): -5.161 / -9.520 eV
Spin multiplicity: 3
DFT total energy: -23704.4060 eV
F_max: 0.123 hartree/bohr

CARTESIAN COORDINATES (ANGSTROEM)
C1 -1.051241 2.292277 2.723156
C2 3.115785 -1.005702 -1.603195
C3 -1.544718 2.119071 1.466491
C4 3.910533 -0.633351 -0.602903
C5 -2.678858 0.604632 -1.968124
C6 -1.418358 1.013057 -1.254670
N1 -0.438389 -0.660142 1.222648
Si1 0.005155 -2.354159 1.288020
Si2 -1.163656 0.575390 0.523726
H1 -1.247159 3.183325 3.280263
H2 -0.437155 1.480891 3.169762
H3 2.794902 -0.199120 -2.230754
H4 2.725366 -1.945923 -1.835310
H5 -2.100734 2.959917 1.058667
H6 4.461697 0.306695 -0.662866
H7 -2.833966 1.125291 -2.853338
H8 -2.537736 -0.518909 -2.358450
H9 -3.557829 0.580788 -1.331690
H10 -1.296755 2.127828 -1.186412
H11 -0.666331 0.702821 -1.836719
H12 4.016655 -1.220469 0.262190
H13 -0.895018 -2.774811 2.289623
H14 -0.194385 -3.079313 0.054922
H15 1.349988 -2.753361 1.894035

Cartesian forces, eV/Å:
C 0.241 -1.151 -0.238
C 0.612 2.043 0.451
C 1.249 -0.856 0.624
C -0.311 0.206 -0.948
C 0.119 -4.124 0.563
C -1.399 1.881 1.304
N 3.090 -4.111 0.817
Si 1.018 1.007 0.895
Si -4.007 4.829 -0.713
H 0.009 0.317 0.416
H -0.454 0.833 -0.075
H 0.269 0.081 -1.043
H -0.782 -1.402 0.400
H -0.123 -0.357 -0.348
H -0.637 0.022 0.355
H -0.405 1.342 -1.468
H -0.374 2.164 0.978
H -0.157 0.238 -0.072
H -0.302 -0.851 -0.109
H 3.237 -1.038 -2.237
H 0.794 -0.961 0.807
H -1.099 -0.671 0.935
H -0.113 -0.032 -0.673
H -0.474 0.591 -0.619


Entry 3:
Density functional theory data (wB97M-V/def2-TZVPD) for 12 unconnected molecules or ions with the total composition C32H84F6N2O14S2 at a distorted geometry.

Output
HOMO: -9.089 eV
DFT total energy: -104163.3806 eV
F_max: 0.084 hartree/bohr

CARTESIAN COORDINATES (ANGSTROEM)
N1 -2.155825 -0.167441 0.097731
H1 -2.755695 0.634293 -0.114736
H2 -1.230025 0.118399 -0.312414
H3 -2.496401 -0.993356 -0.409137
H4 -2.130969 -0.169221 1.127558
C1 0.708119 -2.266481 -1.588680
F1 1.395072 -3.159503 -2.289365
F2 -0.585197 -2.582760 -1.619556
F3 1.152573 -2.391180 -0.341209
S1 0.856098 -0.559272 -2.391844
O1 2.205541 -0.361380 -2.845687
O2 -0.052044 -0.549616 -3.518297
N2 0.151144 0.441173 -1.172067
S2 1.392322 1.074340 -0.448996
O3 2.410052 0.094402 -0.139116
O4 1.896492 2.291866 -1.019663
C2 0.652723 1.543386 1.293462
F4 1.561763 2.186599 2.004677
F5 -0.480735 2.186236 1.067903
F6 0.412959 0.402730 1.947345
C3 4.592148 3.752326 -5.242745
C4 3.434848 2.928384 -4.715800
C5 2.990859 1.764273 -5.610655
O5 3.860618 2.482309 -3.431553
H5 4.764664 4.672928 -4.687269
H6 4.318117 4.020875 -6.265386
H7 5.476066 3.127397 -5.117361
H8 2.489175 3.479166 -4.609424
H9 2.126369 1.299143 -5.131924
H10 3.836495 1.096554 -5.782291
H11 2.585465 2.100186 -6.567306
H12 3.324476 1.712679 -3.181526
C6 -3.245834 2.127417 -4.031590
C7 -1.746643 2.258182 -3.750499
C8 -1.052053 3.464549 -4.398200
O6 -1.657338 2.062962 -2.324631
H13 -3.436296 1.055753 -4.009342
H14 -3.549870 2.638417 -4.948260
H15 -3.822653 2.651724 -3.267619
H16 -1.271438 1.436148 -4.284431
H17 -1.388562 4.440661 -4.041837
H18 -1.229565 3.499628 -5.475344
H19 0.031027 3.377208 -4.299895
H20 -1.038544 1.308776 -2.163231
C9 3.700331 5.054961 0.040152
C10 2.868160 5.684688 -1.013519
C11 3.003578 7.204586 -0.985895
O7 3.363316 5.235608 -2.294951
H21 3.299784 5.427306 0.990975
H22 4.750965 5.344213 -0.011409
H23 3.666349 3.964783 0.057208
H24 1.811680 5.402367 -0.988934
H25 2.964511 7.713170 -0.027043
H26 2.209097 7.611523 -1.615859
H27 3.939488 7.363236 -1.526601
H28 3.295927 4.267972 -2.324998
C12 -2.533927 5.161613 4.320504
C13 -1.225092 5.082547 5.098867
C14 -0.005742 5.057609 4.209147
O8 -1.023623 6.216697 5.934401
H29 -2.735050 4.220167 3.806628
H30 -2.442365 5.994502 3.619511
H31 -3.448989 5.385757 4.874630
H32 -1.145607 4.150647 5.675894
H33 0.065142 5.913722 3.538714
H34 -0.007846 4.125665 3.634863
H35 0.909369 4.987993 4.797186
H36 -1.805707 6.283279 6.495462
C15 1.223111 -2.921145 3.910340
C16 0.283264 -3.323180 5.039900
C17 0.479019 -2.507171 6.316825
O9 -1.061032 -2.973943 4.625724
H37 1.204827 -3.617419 3.072186
H38 2.159403 -2.735020 4.429784
H39 0.794075 -2.042789 3.419933
H40 0.428768 -4.356686 5.369274
H41 0.011264 -1.522331 6.284486
H42 1.551877 -2.347910 6.455282
H43 0.050015 -3.004544 7.188405
H44 -1.677895 -3.218740 5.323615
C18 -3.846362 0.953959 2.935829
C19 -3.426258 -0.363320 3.614471
C20 -4.612324 -1.265930 3.875647
O10 -2.509297 -0.992588 2.694304
H45 -4.469258 0.889569 2.042451
H46 -2.981555 1.571203 2.667990
H47 -4.349857 1.672236 3.588873
H48 -2.812362 -0.187515 4.501436
H49 -4.443956 -2.209407 4.397343
H50 -5.069604 -1.516033 2.916928
H51 -5.390097 -0.760757 4.453473
H52 -2.129058 -1.700922 3.232300
C21 1.844343 -4.786832 -6.715983
C22 0.676865 -4.568794 -5.784755
C23 0.221332 -3.126873 -5.898826
O11 -0.390525 -5.415317 -6.252263
H53 2.717237 -4.294750 -6.282728
H54 1.607245 -4.411138 -7.712328
H55 2.129573 -5.839573 -6.769960
H56 1.126498 -4.936716 -4.856233
H57 -0.647206 -2.999206 -6.544522
H58 0.984437 -2.394811 -6.159001
H59 -0.188989 -2.777304 -4.942863
H60 -1.123400 -5.275623 -5.643006
C24 4.115456 -0.443134 2.607961
C25 4.964509 -0.551415 3.862082
C26 4.203820 -0.302430 5.176091
O12 5.761228 -1.747830 3.841457
H61 3.756443 0.587697 2.561084
H62 3.291206 -1.151384 2.536659
H63 4.751320 -0.513309 1.725875
H64 5.675581 0.277393 3.759366
H65 4.704598 0.238224 5.979680
H66 4.081835 -1.268720 5.681858
H67 3.206195 0.074734 4.954643
H68 6.611671 -1.443109 4.168366
C27 -5.349375 -3.672798 -1.516724
C28 -4.900821 -2.232903 -1.443043
C29 -5.384949 -1.636768 -0.102411
O13 -3.445452 -2.241508 -1.409411
H69 -5.254499 -4.169090 -2.486407
H70 -6.406969 -3.740780 -1.248512
H71 -4.834546 -4.321935 -0.806680
H72 -5.268859 -1.601330 -2.253320
H73 -6.450064 -1.431449 -0.007979
H74 -4.892948 -0.679246 0.091987
H75 -5.077059 -2.263553 0.736203
H76 -3.334590 -2.781181 -2.204642
C30 0.261556 -5.867528 0.118974
C31 -1.019336 -5.961355 0.968909
C32 -1.421957 -4.524153 1.291136
O14 -2.089784 -6.657151 0.355558
H77 -0.037046 -5.284800 -0.754619
H78 0.568174 -6.857280 -0.230488
H79 1.079728 -5.446173 0.697691
H80 -0.678679 -6.498959 1.861532
H81 -1.744433 -3.952040 0.422126
H82 -0.632481 -3.986312 1.816783
H83 -2.218319 -4.508082 2.041545
H84 -1.728522 -7.518489 0.117615

Cartesian forces, eV/Å:
N -0.052 1.785 -0.209
H -0.106 -0.201 -0.434
H -0.171 -0.441 0.140
H -0.225 -0.292 0.372
H 0.092 -1.163 -0.026
C 0.733 -0.419 0.224
F -0.154 0.199 -0.666
F -0.283 -0.006 0.088
F -0.413 0.714 -0.028
S -0.934 0.286 -1.738
O -0.166 0.132 1.459
O -0.612 -0.388 1.383
N 1.514 -2.008 -2.205
S 2.997 1.371 2.783
O -0.684 0.109 0.281
O -0.869 0.100 -0.003
C 1.506 -1.690 -2.113
F -0.625 0.739 -0.267
F -0.298 0.666 0.817
F -0.626 -0.089 0.114
C -0.806 -0.036 -0.140
C -0.653 -0.043 0.053
C 0.304 0.353 0.152
O -0.378 -0.535 0.147
H -0.238 -0.063 0.198
H 0.652 -0.049 -0.158
H 0.136 0.070 -0.577
H 0.374 0.683 0.189
H 0.332 -0.504 0.143
H -0.274 -0.343 0.009
H 0.331 0.270 -0.071
H 0.142 0.233 0.129
C 0.282 0.814 -0.119
C -0.714 -0.210 -0.693
C -0.075 0.395 0.566
O 0.921 -0.296 -0.543
H -0.606 0.122 -0.191
H 0.096 -0.584 -0.335
H 0.110 -0.229 0.288
H 0.068 -0.417 0.388
H 0.101 -0.065 0.342
H -0.237 -0.420 0.007
H 0.002 0.156 0.300
H -0.443 1.218 -0.180
C -0.106 -0.245 1.553
C 0.213 -0.171 -1.089
C -0.223 -0.385 -1.404
O -0.282 0.444 0.009
H 0.237 -0.256 0.226
H -0.062 0.191 -0.233
H -0.177 0.015 -0.157
H -0.002 -0.136 0.522
H 0.158 -0.340 0.188
H 0.075 0.195 0.022
H 0.110 0.503 0.340
H 0.107 0.039 -0.017
C 0.032 0.249 -0.221
C 0.502 0.024 0.061
C 0.251 -0.749 -0.482
O -0.638 -0.086 0.332
H 0.166 0.097 -0.257
H -0.011 -0.231 -0.286
H 0.295 -0.102 0.573
H -0.430 0.112 0.273
H -0.114 0.000 0.013
H -0.113 0.184 -0.295
H -0.095 0.282 0.202
H 0.161 0.193 0.065
C -1.240 0.052 0.336
C -0.689 1.388 0.688
C 0.877 0.263 0.127
O -0.375 -0.963 -0.636
H 0.652 -0.498 0.403
H 0.474 -0.019 -0.936
H 0.396 0.501 0.493
H -0.446 -0.272 -0.670
H 0.046 0.022 -0.411
H -0.075 -0.066 0.466
H 0.165 -0.164 -0.005
H 0.076 -0.079 0.022
C 0.432 0.989 0.584
C 0.106 0.488 -0.823
C -0.809 0.014 -0.013
O -0.367 -0.256 0.493
H -0.035 -0.590 0.051
H 0.326 -0.459 -0.170
H -0.348 -0.526 0.326
H -0.460 0.375 0.253
H 0.559 0.081 -0.035
H 0.029 -0.014 -0.047
H 0.129 0.193 0.028
H 0.580 -0.317 -0.383
C 0.344 -0.324 -0.307
C 0.582 -0.411 -1.700
C -0.706 0.777 1.748
O 0.205 -0.105 0.703
H -0.038 0.330 -0.287
H 0.258 -0.007 -0.035
H -0.273 -0.061 -0.117
H -0.977 0.492 0.669
H 0.339 -0.375 -0.546
H 0.159 -0.228 -0.107
H 0.209 0.040 0.119
H -0.095 -0.130 -0.117
C 0.258 0.354 0.029
C 0.649 1.081 -0.170
C -0.231 -1.594 0.202
O -0.327 0.337 0.376
H -0.433 -0.142 0.095
H -0.015 0.009 0.052
H -0.023 -0.394 0.014
H 0.019 0.062 0.007
H 0.170 0.648 -0.552
H -0.328 -0.193 -0.337
H 0.062 0.304 0.259
H 0.150 -0.485 0.009
C -0.934 -0.686 -0.217
C -0.315 0.060 2.013
C 0.790 0.412 0.089
O -1.079 0.000 -0.879
H 0.136 0.335 -0.162
H -0.043 0.043 -0.146
H 0.247 0.354 0.161
H 0.130 -0.162 -0.206
H -0.076 -0.293 -0.399
H -0.014 0.088 -0.218
H -0.061 -0.273 -0.137
H 1.235 0.159 0.172
C -1.141 -0.685 -0.570
C 1.505 0.786 0.285
C -0.696 -0.360 1.111
O 0.313 0.126 -0.134
H 0.627 0.193 -0.108
H 0.063 -0.008 0.009
H -0.043 0.271 -0.153
H -0.542 0.132 0.398
H 0.065 -0.158 -0.146
H 0.324 -0.098 -0.364
H -0.305 -0.083 -0.264
H -0.249 -0.033 -0.097


Entry 4:
Density functional theory data (wB97M-V/def2-TZVPD) for C5H11N in the gas phase at a distorted geometry.

Output
Structure (SMILES): CC/C=C/NC
HOMO: -8.455 eV
Energy relative to the best compared isomer or geometry (same formula, charge and spin): 66.4 kcal/mol
DFT total energy: -6850.6495 eV
F_max: 0.046 hartree/bohr

CARTESIAN COORDINATES (ANGSTROEM)
C1 -1.978467 -1.532243 1.304193
C2 -1.724994 -0.036606 0.937535
C3 -0.174729 0.302010 1.012161
C4 0.572279 0.901079 0.027857
N1 1.914890 0.645710 -0.454004
C5 2.074315 0.538650 -1.950644
H1 -2.925492 -1.816132 1.855812
H2 -1.881345 -2.176603 0.391164
H3 -1.027247 -1.769109 1.880262
H4 -2.400480 0.604537 1.532485
H5 -1.748007 0.182422 -0.162006
H6 0.412851 -0.106362 1.837729
H7 -0.021510 1.472675 -0.725249
H8 2.708123 1.274958 -0.251190
H9 0.986626 0.533044 -2.302094
H10 2.587024 -0.374667 -2.434735
H11 2.626159 1.356631 -2.499277

Cartesian forces, eV/Å:
C 1.667 -0.468 -0.292
C 1.384 1.041 -1.020
C 1.342 0.225 -0.176
C -1.831 -0.561 -0.976
N 2.139 0.451 -0.550
C -1.866 -0.520 -1.321
H 1.223 0.717 -0.585
H -0.318 0.551 0.741
H -1.562 -0.355 -0.101
H 0.546 0.002 -0.423
H -1.463 -0.315 0.900
H -0.232 -0.449 -0.113
H 0.192 -0.563 0.283
H -1.206 -0.306 1.082
H 1.569 -0.027 -0.222
H -0.869 0.750 1.632
H -0.715 -0.174 1.141


Which of these has the lowest F_max? C5H11N